[1]
Density functional theory data (ωB97M-V/def2-TZVPD) for 3 unconnected molecules or ions with the total composition C4H15N2O at a distorted geometry.

charge = +2
E = -9392.8054 eV
orbital gap (spin up / spin down) = 5.349 / 5.411 eV
2S+1 = 2
M = 107.18 g mol⁻¹
energy relative to the best compared isomer or geometry (same formula, charge and spin) = 186.8 kcal/mol
⟨S²⟩ = 0.755

Element x y z (Å)
C -0.505 1.862 -0.405
C 0.786 1.468 0.341
C 0.838 0.129 1.076
C 1.329 -1.056 0.171
N 2.626 -0.967 -0.302
N -3.227 -0.525 0.678
H -1.250 1.032 -0.396
H -0.356 2.058 -1.446
H 1.664 1.479 -0.317
H 0.917 2.268 1.060
H -0.090 -0.184 1.510
H 1.544 0.188 1.889
H 1.151 -2.032 0.609
H 0.676 -1.011 -0.768
H 2.700 -0.641 -1.256
H 3.167 -1.818 -0.223
H -0.921 2.720 0.081
H -2.707 -0.837 -0.201
H -3.477 -1.247 1.358
H -4.007 0.185 0.573
H -1.422 -1.020 -2.187
O -1.090 -0.732 -1.302

Löwdin population analysis, charges in e, atoms 1 to 8:
1 C -0.053
2 C -0.186
3 C -0.089
4 C -0.148
5 N 0.272
6 N 0.462
7 H 0.037
8 H 0.085

***

[2]
Density functional theory data (ωB97M-V/def2-TZVPD) for a molecular structure, C35H54BCaN9O7 at a distorted geometry.

charge = -2
E = -84042.0135 eV
orbital gap = 7.723 eV
2S+1 = 1
M = 763.76 g mol⁻¹
energy relative to the best compared isomer or geometry (same formula, charge and spin) = 7.3 kcal/mol

Element x y z (Å)
Ca 0.489 0.274 0.515
O 0.841 -0.230 2.993
C 1.670 0.732 3.632
C 3.006 0.877 2.913
N 2.841 0.971 1.457
C 2.979 2.338 0.942
C 2.430 2.473 -0.484
O 2.967 3.271 -1.246
O 1.420 1.722 -0.745
C 3.722 0.027 0.766
C 3.357 -1.421 1.104
O 4.255 -2.252 1.230
O 2.095 -1.627 1.219
H 1.402 -0.905 2.526
H 1.863 0.439 4.670
H 1.129 1.682 3.628
H 3.629 0.007 3.135
H 3.531 1.756 3.303
H 4.020 2.678 0.954
H 2.381 3.003 1.576
H 4.780 0.203 0.989
H 3.572 0.149 -0.308
C -1.916 -2.834 -4.069
C -1.918 -1.535 -3.331
C -2.241 -0.285 -3.796
C -1.985 0.583 -2.712
N -1.548 -0.095 -1.660
N -1.524 -1.407 -2.047
B -0.785 -2.502 -1.257
N -1.346 -2.639 0.193
N -1.579 -1.538 0.973
C -2.431 -1.916 1.917
C -2.698 -3.293 1.807
C -1.995 -3.714 0.698
C -1.928 -5.110 0.159
C -3.152 -0.914 2.804
C -3.839 0.107 1.884
C -4.215 -1.644 3.627
C -2.222 -0.168 3.763
N 0.744 -2.202 -1.373
N 1.139 -1.173 -2.187
C 2.403 -1.395 -2.483
C 2.860 -2.583 -1.861
C 1.772 -3.059 -1.169
C 1.639 -4.257 -0.293
C 3.121 -0.508 -3.481
C 4.406 0.076 -2.881
C 2.216 0.634 -3.943
C 3.488 -1.379 -4.692
C -2.202 2.079 -2.725
C -1.434 2.679 -3.908
C -3.702 2.354 -2.898
C -1.725 2.733 -1.439
H -2.278 -2.665 -5.084
H -2.556 -3.579 -3.591
H -0.912 -3.257 -4.126
H -2.596 -0.037 -4.785
H -1.003 -3.553 -1.804
H -3.335 -3.904 2.426
H -2.929 -5.545 0.130
H -1.311 -5.737 0.808
H -1.504 -5.151 -0.839
H -4.529 -0.393 1.198
H -3.092 0.639 1.294
H -4.400 0.835 2.481
H -4.956 -2.130 2.987
H -4.734 -0.923 4.264
H -3.765 -2.403 4.272
H -1.484 0.418 3.224
H -1.680 -0.862 4.412
H -2.818 0.507 4.387
H 3.856 -3.001 -1.849
H 2.624 -4.544 0.076
H 1.192 -5.099 -0.832
H 1.021 -4.028 0.575
H 4.178 0.876 -2.175
H 5.024 0.510 -3.675
H 4.994 -0.690 -2.366
H 1.884 1.241 -3.099
H 1.326 0.247 -4.446
H 2.771 1.273 -4.639
H 4.171 -2.185 -4.409
H 3.971 -0.767 -5.461
H 2.589 -1.832 -5.119
H -1.774 2.265 -4.862
H -0.365 2.478 -3.807
H -1.580 3.764 -3.932
H -4.084 1.906 -3.820
H -3.886 3.433 -2.932
H -4.264 1.934 -2.059
H -0.651 2.598 -1.297
H -2.226 2.303 -0.574
H -1.940 3.807 -1.471
C -1.512 6.553 4.033
N -1.370 5.292 3.338
C -2.446 4.749 2.697
C -2.362 3.581 2.052
C -1.070 2.903 2.042
O -0.984 1.800 1.448
N -0.020 3.447 2.673
C -0.119 4.618 3.346
O 0.805 5.145 3.964
H -2.252 6.480 4.835
H -1.819 7.344 3.343
H -0.546 6.803 4.458
H -3.364 5.324 2.746
H -3.208 3.147 1.540

Löwdin population analysis, charges in e, atoms 1 to 8:
1 Ca 1.408
2 O -0.177
3 C -0.220
4 C -0.154
5 N -0.210
6 C -0.105
7 C -0.667
8 O 0.000

***

[3]
Density functional theory data (ωB97M-V/def2-TZVPD) for a molecular structure, C7H16AlFN3O at a distorted geometry.

charge = -1
E = -23348.0861 eV
orbital gap = 7.960 eV
2S+1 = 1
M = 204.21 g mol⁻¹

Element x y z (Å)
N -3.413 3.660 -1.456
C -3.201 2.676 -0.521
N -4.361 1.692 -0.266
N -1.963 2.485 0.326
C -0.691 2.424 -0.491
C 0.511 1.624 0.345
C 0.671 0.087 -0.206
C 2.217 -0.416 -0.422
Al 2.104 -2.489 -0.667
C 2.725 -3.471 1.061
C 1.571 -4.541 1.567
O 0.896 -5.322 0.679
F 1.234 -4.712 2.999
H -2.552 4.252 -1.479
H -5.164 1.911 -0.927
H -4.742 2.001 0.676
H -2.070 1.526 0.760
H -0.812 1.988 -1.570
H -0.287 3.536 -0.630
H 0.351 1.640 1.504
H 1.508 2.230 0.139
H 0.128 -0.634 0.541
H 0.130 0.010 -1.241
H 2.907 -0.150 0.495
H 2.647 0.006 -1.449
H 2.969 -2.914 -1.931
H 0.561 -2.847 -0.932
H 2.883 -2.684 1.920
H 3.722 -4.021 0.769

Löwdin population analysis, charges in e, atoms 1 to 8:
1 N 0.048
2 C -0.405
3 N 0.015
4 N -0.033
5 C -0.245
6 C -0.200
7 C -0.330
8 C -0.342

***

[4]
Density functional theory data (ωB97M-V/def2-TZVPD) for 2 unconnected molecules or ions with the total composition C3H11N3O at a distorted geometry.

charge = +1
E = -9799.1117 eV
orbital gap (spin up / spin down) = 10.597 / 5.750 eV
2S+1 = 2
M = 105.14 g mol⁻¹
energy relative to the best compared isomer or geometry (same formula, charge and spin) = 2.4 kcal/mol
⟨S²⟩ = 0.754

Element x y z (Å)
C 0.706 -1.222 2.011
N 1.309 0.082 1.990
C 0.604 1.201 1.361
N 0.699 1.125 -0.078
H 1.396 -1.951 2.430
H -0.198 -1.172 2.632
H 0.423 -1.515 1.003
H 1.738 0.341 2.882
H 1.046 2.132 1.719
H -0.446 1.170 1.674
H 1.647 1.327 -0.365
H 0.502 0.161 -0.399
C -1.365 -0.641 -1.934
N -1.505 0.682 -2.087
O -0.588 -1.158 -1.137
H -2.010 -1.247 -2.580
H -0.944 1.283 -1.483
H -2.222 1.064 -2.674

Löwdin population analysis, charges in e, atoms 1 to 8:
1 C 0.003
2 N 0.137
3 C -0.212
4 N 0.055
5 H 0.116
6 H 0.142
7 H 0.088
8 H 0.176

***

[5]
Density functional theory data (ωB97M-V/def2-TZVPD) for 13 unconnected molecules or ions with the total composition C52H78O26 at a distorted geometry.

charge = +1
E = -108414.5003 eV
orbital gap (spin up / spin down) = 7.693 / 2.182 eV
2S+1 = 2
M = 1119.17 g mol⁻¹
energy relative to the best compared isomer or geometry (same formula, charge and spin) = 18.9 kcal/mol
⟨S²⟩ = 0.756

Element x y z (Å)
O -14.290 24.472 18.740
C -14.856 25.537 18.794
O -14.211 26.656 18.544
C -15.052 27.764 18.473
C -16.302 27.318 19.226
C -16.333 25.823 19.134
H -15.263 27.857 17.408
H -14.536 28.582 18.975
H -17.137 27.958 18.938
H -16.181 27.612 20.268
H -17.016 25.428 18.382
H -16.557 25.378 20.104
O -12.600 20.067 18.172
C -11.881 20.901 17.603
O -12.415 21.755 16.641
C -11.444 22.652 16.136
C -10.056 22.318 16.760
C -10.345 21.171 17.739
H -11.710 23.644 16.502
H -11.450 22.621 15.046
H -9.761 23.234 17.273
H -9.289 22.143 16.006
H -10.057 21.239 18.788
H -9.861 20.283 17.332
O -18.928 20.260 16.469
C -18.243 20.973 17.173
O -17.227 21.661 16.690
C -16.448 22.217 17.653
C -16.792 21.443 18.866
C -18.284 21.109 18.646
H -16.496 23.296 17.796
H -15.398 21.971 17.496
H -16.831 21.977 19.815
H -16.084 20.642 19.078
H -18.937 21.922 18.962
H -18.609 20.203 19.157
O -8.995 20.077 21.075
C -8.901 18.988 21.722
O -7.713 18.470 21.967
C -7.816 17.425 22.878
C -9.079 17.715 23.610
C -10.006 18.249 22.463
H -6.902 17.378 23.470
H -7.795 16.475 22.343
H -8.966 18.351 24.488
H -9.534 16.793 23.973
H -10.937 18.784 22.653
H -10.328 17.486 21.754
O -6.975 23.319 21.645
C -8.151 23.398 21.442
O -9.010 23.442 22.451
C -10.337 23.792 21.982
C -10.320 23.658 20.456
C -8.840 23.692 20.105
H -10.587 24.816 22.259
H -11.049 23.120 22.462
H -10.827 24.462 19.923
H -10.750 22.701 20.159
H -8.449 24.699 19.966
H -8.464 23.027 19.328
O -16.844 15.291 23.261
C -16.571 15.608 24.424
O -16.064 14.746 25.336
C -15.953 15.373 26.607
C -16.000 16.870 26.302
C -16.799 16.947 25.041
H -15.007 15.212 27.124
H -16.782 15.036 27.230
H -14.960 17.152 26.142
H -16.489 17.369 27.138
H -16.439 17.765 24.416
H -17.871 17.074 25.192
O -17.247 26.817 22.358
C -17.236 25.903 23.166
O -16.683 24.691 22.854
C -16.624 23.853 23.945
C -17.193 24.663 25.109
C -17.957 25.760 24.474
H -15.601 23.521 24.122
H -17.280 22.984 23.987
H -16.343 25.108 25.625
H -17.765 24.033 25.792
H -17.893 26.747 24.931
H -19.007 25.485 24.369
O -22.530 19.172 22.381
C -21.401 18.775 22.242
O -20.466 19.563 21.856
C -19.251 18.831 21.608
C -19.373 17.597 22.474
C -20.870 17.373 22.365
H -18.312 19.360 21.771
H -19.334 18.702 20.529
H -19.032 17.941 23.451
H -18.847 16.737 22.059
H -21.400 16.767 23.101
H -21.035 16.917 21.389
O -18.860 16.224 18.900
C -17.719 16.103 19.299
O -16.902 17.206 19.459
C -15.795 16.810 20.286
C -15.573 15.338 19.923
C -16.991 14.869 19.614
H -16.036 16.907 21.345
H -14.888 17.392 20.124
H -15.176 14.798 20.782
H -14.903 15.285 19.064
H -17.412 14.519 20.556
H -17.114 14.110 18.842
O -13.507 24.463 24.910
C -13.482 25.423 24.095
O -13.622 25.252 22.735
C -13.547 26.495 22.074
C -12.844 27.428 23.030
C -13.212 26.933 24.418
H -14.524 26.886 21.791
H -12.999 26.335 21.145
H -13.285 28.417 22.905
H -11.759 27.497 22.954
H -14.133 27.323 24.851
H -12.386 26.993 25.127
O -13.225 16.532 22.665
C -12.711 15.419 22.981
O -12.257 14.422 22.143
C -11.696 13.285 22.899
C -12.202 13.538 24.277
C -12.373 15.042 24.347
H -10.632 13.455 22.737
H -11.935 12.321 22.448
H -11.477 13.007 24.893
H -13.140 13.016 24.464
H -11.453 15.578 24.579
H -13.162 15.491 24.952
O -9.805 20.917 27.499
C -10.807 20.612 26.820
O -11.395 19.389 26.802
C -12.676 19.298 26.207
C -12.697 20.647 25.441
C -11.597 21.553 26.009
H -13.450 19.242 26.973
H -12.787 18.437 25.548
H -13.718 21.029 25.427
H -12.431 20.368 24.422
H -11.974 22.297 26.712
H -11.049 22.146 25.277
O -15.668 19.092 22.595
C -14.873 19.942 22.216
O -15.089 21.294 22.307
C -13.964 22.076 21.719
C -12.807 21.102 21.541
C -13.537 19.717 21.541
H -13.738 22.931 22.356
H -14.181 22.469 20.726
H -12.192 21.200 22.435
H -12.407 21.354 20.559
H -13.044 18.825 21.928
H -13.705 19.511 20.484

Löwdin population analysis, charges in e, atoms 1 to 8:
1 O 0.095
2 C -0.489
3 O 0.026
4 C -0.151
5 C -0.165
6 C -0.055
7 H 0.135
8 H 0.135

***

[6]
Density functional theory data (ωB97M-V/def2-TZVPD) for 2 unconnected molecules or ions with the total composition C4H11NS at a distorted geometry.

E = -16650.5758 eV
orbital gap = 8.651 eV
2S+1 = 1
M = 105.21 g mol⁻¹
energy relative to the best compared isomer or geometry (same formula, charge and spin) = 28.1 kcal/mol

Element x y z (Å)
C 1.236 -1.993 0.244
S 0.317 -1.222 -1.097
C 1.384 -1.616 -2.485
H 0.826 -1.574 1.161
H 1.120 -3.072 0.322
H 2.269 -1.661 0.206
H 1.448 -2.694 -2.564
H 2.363 -1.150 -2.371
H 0.963 -1.181 -3.371
C -2.033 1.946 2.335
C -1.299 2.342 1.285
N -1.230 1.819 0.015
H -2.399 0.943 2.502
H -2.011 2.631 3.172
H -0.617 3.175 1.424
H -0.608 2.329 -0.577
H -1.729 0.978 -0.204

Löwdin population analysis, charges in e, atoms 1 to 8:
1 C -0.431
2 S 0.718
3 C -0.439
4 H 0.025
5 H 0.035
6 H 0.033
7 H 0.031
8 H 0.035

***

[7]
Density functional theory data (ωB97M-V/def2-TZVPD) for C5H6O in the gas phase.

E = -7327.0517 eV
orbital gap = 10.479 eV
2S+1 = 1
M = 82.10 g mol⁻¹
energy relative to the best compared isomer or geometry (same formula, charge and spin) = 51.5 kcal/mol

Element x y z (Å)
C -1.657 0.311 -0.307
C -0.873 -0.992 -0.090
C 0.539 -0.722 -0.276
C 1.647 -0.239 -0.281
C 2.500 0.704 0.413
O 1.996 1.600 1.053
H -1.347 1.070 0.419
H -1.464 0.713 -1.306
H -2.729 0.131 -0.198
H -1.209 -1.795 -0.747
H -0.988 -1.334 0.947
H 3.584 0.552 0.374

Löwdin population analysis, charges in e, atoms 1 to 8:
1 C -0.094
2 C -0.243
3 C -0.029
4 C 0.033
5 C -0.292
6 O 0.050
7 H 0.082
8 H 0.080

***

[8]
Density functional theory data (ωB97M-V/def2-TZVPD) for a molecular structure, C53H49F15O6S.

E = -119636.5737 eV
orbital gap = 9.518 eV
2S+1 = 1
M = 1099.01 g mol⁻¹

Element x y z (Å)
C 0.637 -1.253 0.033
O 1.071 0.021 -0.435
C 2.195 0.572 0.212
C 1.869 1.877 0.955
O 2.091 1.718 2.382
S 0.747 1.984 3.183
O -0.013 0.781 3.204
O 1.048 2.678 4.378
O 0.148 2.974 2.122
C 0.406 2.357 0.807
C 0.139 3.408 -0.250
C -0.366 2.815 -1.565
O -1.776 3.030 -1.629
C -2.471 2.147 -2.458
C -2.906 0.871 -1.716
F -2.080 0.612 -0.676
F -2.806 -0.186 -2.568
C -4.376 0.895 -1.183
F -5.160 0.286 -2.102
F -4.819 2.161 -1.059
C -4.577 0.150 0.159
F -4.085 -1.093 0.013
F -5.921 0.038 0.347
C -4.013 0.838 1.443
F -3.151 0.000 2.053
F -3.354 1.978 1.138
H 1.159 -1.539 0.944
H -0.430 -1.202 0.262
H 0.780 -1.997 -0.754
H 2.951 0.782 -0.548
H 2.640 -0.129 0.918
H 2.545 2.678 0.653
H -0.272 1.510 0.752
H 1.034 4.009 -0.419
H -0.639 4.063 0.143
H 0.121 3.282 -2.427
H -0.149 1.745 -1.605
H -1.870 1.811 -3.311
H -3.344 2.665 -2.852
H -4.830 1.051 2.131
F -2.845 0.093 -7.378
C -3.874 -0.588 -6.826
C -4.663 -1.373 -7.641
C -5.721 -2.064 -7.067
C -5.970 -1.962 -5.706
C -5.157 -1.166 -4.908
C -4.096 -0.469 -5.469
H -4.451 -1.438 -8.699
H -6.351 -2.682 -7.693
H -6.797 -2.502 -5.265
H -5.347 -1.084 -3.848
H -3.448 0.156 -4.872
F 7.003 6.341 3.862
C 5.937 5.615 4.267
C 5.488 4.588 3.462
C 4.394 3.846 3.885
C 3.766 4.135 5.091
C 4.244 5.176 5.876
C 5.338 5.927 5.470
H 5.990 4.383 2.526
H 4.023 3.035 3.272
H 2.916 3.556 5.410
H 3.759 5.410 6.815
H 5.727 6.740 6.068
F 5.017 -0.820 -0.263
C 5.513 -1.735 0.603
C 5.017 -1.771 1.891
C 5.536 -2.709 2.773
C 6.530 -3.585 2.359
C 7.009 -3.524 1.059
C 6.501 -2.591 0.164
H 4.249 -1.076 2.201
H 5.168 -2.743 3.789
H 6.939 -4.305 3.055
H 7.788 -4.201 0.735
H 6.857 -2.525 -0.855
F 7.591 -2.093 4.966
C 8.598 -1.301 4.538
C 9.798 -1.326 5.219
C 10.827 -0.510 4.769
C 10.643 0.308 3.663
C 9.424 0.309 2.999
C 8.385 -0.503 3.432
H 9.915 -1.969 6.081
H 11.776 -0.515 5.288
H 11.448 0.943 3.319
H 9.277 0.946 2.137
H 7.428 -0.526 2.928
F -6.988 -1.654 -10.419
C -6.391 -0.912 -11.378
C -5.626 0.171 -10.996
C -5.009 0.925 -11.984
C -5.170 0.594 -13.323
C -5.949 -0.500 -13.675
C -6.567 -1.268 -12.699
H -5.521 0.412 -9.947
H -4.400 1.774 -11.703
H -4.689 1.187 -14.089
H -6.077 -0.760 -14.718
H -7.174 -2.128 -12.949
F -5.097 1.634 4.250
C -6.146 1.084 4.906
C -7.059 0.335 4.193
C -8.128 -0.224 4.881
C -8.266 -0.026 6.247
C -7.330 0.735 6.934
C -6.254 1.299 6.264
H -6.940 0.194 3.127
H -8.854 -0.818 4.342
H -9.102 -0.464 6.776
H -7.435 0.893 7.999
H -5.508 1.891 6.776
F 2.427 -3.585 1.130
C 1.640 -4.321 1.944
C 0.311 -4.494 1.611
C -0.483 -5.258 2.455
C 0.051 -5.821 3.606
C 1.390 -5.625 3.915
C 2.201 -4.871 3.079
H -0.089 -4.046 0.712
H -1.526 -5.411 2.210
H -0.576 -6.411 4.261
H 1.809 -6.061 4.812
H 3.249 -4.709 3.291

Löwdin population analysis, charges in e, atoms 1 to 8:
1 C -0.069
2 O -0.187
3 C -0.133
4 C -0.196
5 O -0.179
6 S 0.583
7 O -0.208
8 O -0.211

***

[9]
Density functional theory data (ωB97M-V/def2-TZVPD) for C4H7NO2 in the gas phase.

E = -9846.7598 eV
orbital gap = 10.596 eV
2S+1 = 1
M = 101.10 g mol⁻¹
energy relative to the best compared isomer or geometry (same formula, charge and spin) = 12.0 kcal/mol

Element x y z (Å)
C -0.934 -1.095 0.610
C -0.371 0.065 -0.229
C -1.128 1.355 0.009
O -2.249 1.335 0.447
C 1.086 0.328 0.094
O 1.418 0.959 1.084
N 1.970 -0.142 -0.808
H -0.787 -0.888 1.673
H -2.004 -1.234 0.427
H -0.417 -2.029 0.364
H -0.534 -0.179 -1.293
H -0.648 2.326 -0.287
H 1.655 -0.762 -1.530
H 2.944 -0.040 -0.561

Löwdin population analysis, charges in e, atoms 1 to 8:
1 C -0.043
2 C -0.267
3 C -0.222
4 O 0.067
5 C -0.550
6 O 0.065
7 N 0.177
8 H 0.094